The following is a quantum chemistry calculation of a cluster of 5 separate species, C27H43FINO17S in total in a non-equilibrium geometry, from the Open Molecules 2025 dataset.

Positions of all 91 atoms, in Å:
C: 2.866757 -4.463114 0.973116
O: 1.524790 -6.487051 0.161939
O: -2.703163 -0.509207 1.034660
H: -1.345068 -1.191286 -1.305432
C: 0.422651 1.009071 -4.162454
H: 0.919318 -2.212595 5.877894
C: 2.713675 1.366651 -3.152660
H: -0.068364 3.493037 3.264541
O: 2.907279 -0.178119 5.634702
C: 2.126561 -3.069179 1.187183
C: 1.720135 5.075628 -5.295560
O: -1.038224 3.218092 -0.411630
O: 0.747597 4.092905 -1.491524
O: 1.155673 2.810154 -9.288360
H: 3.037889 -5.538993 -0.975008
C: 1.770532 0.420036 -3.862553
H: 2.248837 0.015976 -4.761443
H: 3.467690 0.815966 -2.585895
H: -1.151359 -2.805808 1.369881
H: -5.673049 1.304867 4.448305
H: -6.775883 0.644168 1.481075
H: 2.179882 2.001289 -2.437497
O: 4.437572 -1.191441 6.931329
N: -0.859072 -6.089021 -0.121864
O: -4.959521 -0.282876 1.054307
H: 2.767937 -2.307567 7.338593
H: 0.039793 1.648089 -3.360005
C: 3.493051 -2.179523 6.528819
F: 1.144557 -3.086223 2.237717
H: 3.556171 -1.692245 4.422106
H: 2.113616 4.204858 -4.766952
H: 1.424189 -4.606644 -0.818898
H: 2.979226 5.184367 -7.035797
H: 3.216408 2.021118 -3.868135
C: 1.261751 3.727311 -8.532994
C: -2.150967 -5.846614 0.586315
C: -5.839693 0.366854 1.968393
H: -3.110616 -4.131323 1.599376
C: 3.950771 0.004581 6.490801
H: -0.652178 -3.559202 -0.297481
H: 0.270251 5.213954 3.183137
H: 0.402095 1.565749 -5.101366
O: 0.339679 4.620672 0.673566
H: -2.942234 -6.451257 0.021677
O: 1.418132 -0.686731 -3.029533
C: -2.651638 -4.330295 0.565732
H: 1.288592 6.776248 -7.766714
O: 0.272349 -5.909416 1.969097
C: -0.828221 4.462859 1.481686
H: 3.983155 -3.135319 6.335693
H: 3.989845 -4.361697 0.848209
C: 2.902744 -1.565768 5.292496
C: 0.972061 5.742387 -7.618339
C: -5.028809 1.556812 2.394270
I: -1.033957 -7.818401 -1.264355
H: -0.868717 2.283542 1.403289
C: 2.197214 -5.255097 -0.274260
O: -3.707654 1.011989 2.398507
H: -1.500391 5.298143 1.255997
H: 1.541303 -2.991468 4.420833
H: 0.966550 -1.312867 4.370627
C: -3.696293 0.023294 1.456110
C: 0.269953 -6.153427 0.770955
O: -0.400946 -0.152497 -4.236716
H: -3.513814 -4.149901 -0.165833
H: 1.658683 -2.699803 0.210237
O: 4.380778 1.069613 6.817320
H: -0.048615 5.734950 -7.222975
C: 0.080005 3.989995 -0.504449
H: -2.184105 -6.255288 1.652306
H: -6.257133 2.782529 3.676588
C: -0.483395 4.457509 2.954804
O: 1.678613 3.619702 -7.239425
H: 2.715952 -5.110855 1.905361
H: 0.654761 5.139026 -5.051480
S: -2.314605 -1.794983 -0.508578
H: 2.204298 5.973827 -4.906831
C: -1.504253 -3.244858 0.374276
O: -0.351842 -2.102212 -3.085476
H: -5.053564 2.356606 1.645501
C: 0.172225 -1.081095 -3.419548
C: -1.367190 3.157587 0.973234
H: -2.444146 3.058049 1.116430
O: 0.976353 5.023805 -8.848330
C: 1.507199 -2.049300 4.968150
C: 1.938620 4.949382 -6.786844
H: -6.055280 -0.327670 2.786277
C: -5.402796 2.106604 3.753638
H: -1.371534 4.648101 3.561126
H: -4.565009 2.644583 4.202435
H: 2.927580 -2.324299 1.532573

Cartesian forces, eV/Å:
-1.476 -0.549 0.117
-1.515 1.239 -0.255
-2.363 4.523 6.069
-0.551 -1.280 0.790
-0.196 0.500 -0.485
0.145 0.106 -0.013
-0.008 0.104 0.404
-0.033 0.094 -0.113
0.604 0.141 0.447
1.547 0.436 0.215
-0.231 -0.150 0.195
0.529 0.372 -0.219
-0.310 -0.074 0.398
0.072 0.516 0.432
-1.281 0.003 0.650
0.789 0.696 0.201
-0.149 0.018 -0.023
0.028 -0.025 -0.225
-0.262 -1.067 -1.339
0.077 0.039 -0.125
0.172 -0.144 -0.140
-0.013 -0.089 -0.107
-0.134 0.503 -0.142
0.773 -0.761 1.555
0.546 0.066 0.177
-0.115 0.019 -0.187
0.231 -0.001 0.041
0.311 -0.603 0.051
1.077 -0.276 -1.596
0.074 -0.029 0.114
0.129 0.145 -0.050
1.222 -0.808 0.657
-0.090 0.048 -0.106
-0.020 -0.111 0.006
-0.144 -0.671 -0.616
-1.989 -0.128 0.039
-0.612 -0.007 -0.314
0.597 -0.316 -1.413
0.253 0.748 0.241
-0.974 0.071 1.021
-0.188 0.067 -0.057
-0.127 -0.209 0.006
-0.096 -0.296 -0.769
1.132 0.945 0.829
-0.618 -0.252 -0.129
0.054 0.486 0.974
-0.027 -0.148 -0.197
-0.767 -0.312 -2.335
-0.022 0.125 1.060
0.132 0.188 0.089
-1.448 0.214 -0.084
-0.966 -0.498 -0.402
0.018 0.656 -0.168
-0.370 0.609 0.851
0.427 0.332 -0.023
-0.028 0.136 0.122
0.569 0.528 0.440
-0.163 -0.129 -0.511
-0.017 -0.096 -0.084
0.014 0.157 0.026
0.168 -0.139 -0.133
1.036 -0.452 -0.009
1.183 0.081 1.003
0.207 -0.476 0.373
1.528 -0.426 0.699
0.383 -0.471 1.553
-0.217 -0.587 -0.172
0.131 -0.053 0.167
0.363 0.000 -0.447
0.577 0.574 -1.429
0.090 -0.026 -0.038
0.291 -0.129 0.174
-0.192 0.024 -0.609
0.114 0.956 -1.272
0.107 -0.049 -0.074
1.882 -4.135 -6.007
0.013 -0.097 -0.046
-0.160 1.002 -0.322
0.575 0.559 -0.377
-0.084 -0.114 -0.066
-0.381 -0.699 0.039
-0.623 -0.308 0.157
0.110 -0.045 -0.218
0.122 -0.514 0.108
-0.290 0.032 0.264
0.076 0.264 1.047
0.061 0.186 0.088
0.057 -0.080 0.303
0.049 0.032 -0.089
-0.084 0.079 -0.156
-1.312 -0.784 -0.506

The total energy comes out at -86643.2165 eV. As for the LUMO energy: -0.474 eV. The value obtained for the strongest force on any atom is 7.93 eV/A. The HOMO-LUMO gap comes out at 5.5 eV.